{
  "formula": "C6H14AuO4",
  "method": "ωB97M-V with the def2-TZVPD basis set",
  "symbols": ["C", "O", "C", "C", "O", "C", "C", "O", "C", "Au", "H", "H", "H", "H", "H", "H", "H", "H", "H", "H", "H", "H", "H", "O", "H"],
  "positions_angstrom": [[2.16976, 2.26071, 0.67665], [2.13650, 0.94406, 1.13804], [2.30393, 0.84610, 2.57303], [1.96572, -0.55318, 3.03871], [0.53290, -0.65741, 3.22720], [-0.48483, -0.81595, 1.76064], [-1.58313, 0.19862, 1.95611], [-0.97192, 1.46108, 2.20393], [-1.81640, 2.58518, 2.04307], [0.52098, 1.39824, 3.56813], [2.06097, 2.24379, -0.41679], [1.32545, 2.84682, 1.08773], [3.12837, 2.75859, 0.91255], [3.36094, 1.07564, 2.80654], [2.50666, -0.83279, 3.95769], [2.25846, -1.31601, 2.28950], [-0.95439, -1.70803, 1.31376], [0.51050, -1.06390, 1.38295], [-2.27445, -0.07727, 2.76952], [-2.25677, 0.28388, 1.09032], [-1.24846, 3.46658, 2.36454], [-2.10368, 2.67567, 0.98554], [-2.72025, 2.48518, 2.66304], [-0.55762, -1.03237, -0.37269], [0.26264, -0.54194, -0.55109]],
  "forces_ev_per_a": [[0.0057, 0.9165, -0.4969], [-0.1029, -0.7290, 1.8655], [1.7494, -1.5466, -3.1267], [0.0505, -1.4087, -0.8134], [0.2852, -0.4203, 2.5013], [0.1749, -1.9364, -4.0060], [0.7148, -0.2298, -0.2713], [-1.3589, 0.3312, -1.8573], [-0.4716, 0.6600, 0.0770], [-0.1138, 2.7058, 4.0406], [0.0343, -0.1289, 0.3396], [0.3975, -0.1183, -0.0862], [-0.3311, -0.1000, 0.0644], [-0.6118, 0.6730, 0.4010], [-0.4881, 0.2662, -0.1290], [0.0020, 0.2930, 0.0510], [-0.3953, -0.8008, 1.5419], [-0.6198, 1.7069, -0.6341], [0.6161, 0.0218, 0.3320], [0.7842, -0.2226, -0.1897], [-0.2169, -0.2466, -0.1187], [0.1502, -0.0672, 0.2482], [0.2705, 0.0278, -0.0911], [-0.1195, 0.5436, 0.3295], [-0.4055, -0.1906, 0.0282]],
  "largest_force_ha_per_bohr": 0.0946,
  "homo_energy_ev": [-6.343, -7.579],
  "energy_ev": -18317.9821,
  "de_lowest_kj_mol": 126.2,
  "spin_multiplicity": 4,
  "total_charge": 0
}

***

{
  "formula": "C29H78F3HfN6O13S",
  "method": "ωB97M-V with the def2-TZVPD basis set",
  "symbols": ["Hf", "C", "F", "F", "F", "S", "O", "O", "O", "C", "C", "C", "O", "C", "N", "H", "H", "H", "H", "H", "H", "H", "H", "H", "H", "H", "C", "C", "C", "O", "C", "N", "H", "H", "H", "H", "H", "H", "H", "H", "H", "H", "H", "C", "C", "C", "O", "C", "N", "H", "H", "H", "H", "H", "H", "H", "H", "H", "H", "H", "C", "C", "C", "O", "C", "N", "H", "H", "H", "H", "H", "H", "H", "H", "H", "H", "H", "C", "C", "C", "O", "C", "N", "H", "H", "H", "H", "H", "H", "H", "H", "H", "H", "H", "C", "C", "C", "O", "C", "N", "H", "H", "H", "H", "H", "H", "H", "H", "H", "H", "H", "C", "C", "O", "O", "H", "H", "H", "H", "H", "H", "C", "C", "O", "O", "H", "H", "H", "H", "H", "H"],
  "positions_angstrom": [[18.72632, 11.50757, 12.89697], [20.36682, 16.01163, 12.68980], [21.14499, 16.87819, 12.11621], [20.62129, 15.81308, 13.93640], [19.10073, 16.42429, 12.55437], [20.57486, 14.39609, 11.82516], [20.45124, 14.61500, 10.42890], [21.84021, 13.86809, 12.25027], [19.46852, 13.48991, 12.30405], [26.46283, 15.90832, 17.12903], [25.19574, 16.70951, 16.91267], [23.94819, 15.82287, 16.96184], [22.74407, 16.47027, 16.90364], [22.64880, 17.33392, 15.79909], [25.13388, 17.73915, 18.01015], [26.50596, 15.47572, 18.13021], [27.34070, 16.54433, 17.02150], [26.58658, 15.12540, 16.37269], [25.24780, 17.31557, 16.00253], [24.01716, 15.10777, 17.78506], [24.04856, 15.12323, 16.08949], [22.92904, 16.81958, 14.87526], [23.21722, 18.23845, 16.00648], [21.60547, 17.63983, 15.72333], [24.21701, 18.17874, 18.00641], [25.22618, 17.27604, 18.91254], [21.97305, 13.56958, 5.45011], [20.93318, 13.75355, 6.56330], [19.71680, 12.89097, 6.30717], [18.53303, 13.38245, 6.97024], [17.98803, 14.60290, 6.47325], [21.50999, 13.36675, 7.85977], [21.58298, 13.91643, 4.49201], [22.13952, 12.49256, 5.30592], [22.93958, 14.01943, 5.65586], [20.62791, 14.80248, 6.48065], [19.75635, 11.84233, 6.60824], [19.52041, 12.81358, 5.22255], [17.78870, 14.50905, 5.40130], [18.63041, 15.45378, 6.71091], [17.02657, 14.77264, 6.96194], [22.44400, 13.74011, 8.06382], [20.95970, 13.90445, 8.53686], [14.82287, 13.86397, 14.28187], [15.84983, 13.51392, 13.20492], [15.95740, 14.73297, 12.31841], [16.81677, 14.50167, 11.20049], [16.81596, 15.56936, 10.25185], [17.18861, 13.07162, 13.92886], [14.62824, 13.02818, 14.95928], [13.90042, 14.25587, 13.86386], [15.20601, 14.67260, 14.91927], [15.45430, 12.64895, 12.67277], [16.26935, 15.63672, 12.85702], [14.97681, 14.90783, 11.85218], [15.96571, 15.46337, 9.56236], [17.73631, 15.56904, 9.67796], [16.68254, 16.54470, 10.73036], [16.74764, 12.84389, 14.83443], [17.55821, 14.06466, 14.11916], [23.96767, 19.01463, 12.05828], [23.48710, 20.40286, 12.50259], [22.29681, 20.85535, 11.70431], [22.75057, 21.40169, 10.50944], [21.77438, 22.09704, 9.77502], [23.22097, 20.48151, 13.92816], [24.74238, 18.54215, 12.67068], [24.50118, 19.16471, 11.11592], [23.12063, 18.33923, 11.92654], [24.36612, 21.00552, 12.23023], [21.76830, 21.65636, 12.25205], [21.56118, 20.04953, 11.54180], [20.95735, 21.46735, 9.39956], [22.27471, 22.68164, 9.01510], [21.26826, 22.81415, 10.45337], [24.09033, 20.22626, 14.38668], [22.92801, 21.37028, 14.30678], [24.91039, 15.26272, 12.80884], [24.94656, 14.09528, 11.83104], [24.94574, 14.62720, 10.40278], [24.47485, 13.69684, 9.44133], [25.34864, 12.62290, 9.12558], [26.23273, 13.36132, 12.14371], [23.98360, 15.81531, 12.59604], [25.72446, 15.96640, 12.64945], [24.90269, 14.87864, 13.82572], [24.12295, 13.38907, 11.90038], [25.93202, 15.00319, 10.09758], [24.24559, 15.46445, 10.31025], [25.03246, 12.31943, 8.13093], [25.30827, 11.81818, 9.85576], [26.35645, 13.03434, 9.01133], [26.23185, 12.52362, 11.55414], [27.00030, 13.87376, 11.70083], [16.79061, 11.60937, 8.69362], [17.77461, 11.23569, 9.77870], [19.11463, 11.87714, 9.61245], [19.85825, 11.42706, 10.77528], [21.27799, 11.47654, 10.45422], [17.25040, 11.81516, 11.10490], [16.67814, 12.69533, 8.59779], [15.80228, 11.18248, 8.86421], [17.18101, 11.27516, 7.73275], [17.81693, 10.14927, 9.87908], [19.04182, 12.94975, 9.42848], [19.59272, 11.41306, 8.75013], [21.50757, 10.81799, 9.62339], [21.94571, 11.33536, 11.30280], [21.58856, 12.49081, 10.18666], [16.29142, 11.44190, 11.25887], [16.92618, 12.76692, 10.79897], [21.04998, 12.80539, 15.04829], [21.85765, 11.86476, 14.20695], [20.99557, 11.06550, 13.36188], [19.65555, 12.76813, 14.76864], [21.45957, 13.81164, 14.91712], [21.28769, 12.66975, 16.10838], [22.48579, 11.21662, 14.83076], [22.64742, 12.39956, 13.67772], [21.55537, 10.36079, 12.98422], [19.17164, 13.00011, 15.64580], [18.64519, 15.85751, 16.38094], [18.12555, 15.14813, 17.60986], [18.41300, 13.72826, 17.50413], [18.07352, 15.57641, 15.12147], [19.72565, 15.65705, 16.37211], [18.64755, 16.92825, 16.60169], [17.04226, 15.22702, 17.74978], [18.60984, 15.61924, 18.46736], [17.82974, 13.23018, 18.09141], [17.42744, 16.28013, 14.97144]],
  "forces_ev_per_a": [[3.3840, 7.4456, -2.1795], [-1.4541, -0.3684, -1.3812], [0.5995, 0.2185, 0.0940], [0.6187, 0.1739, 1.5821], [-0.1766, -0.0442, -0.0448], [2.0493, -0.6451, -1.0723], [-0.7714, 0.6733, -0.4276], [-0.3757, 0.3958, 0.5423], [-2.2067, -2.0934, 1.4109], [0.3195, -0.0616, -0.6436], [-0.1866, 1.1775, 1.9488], [2.0673, -1.6947, -1.4963], [-1.3542, 0.0200, 0.5422], [-0.5507, 0.3660, 0.3187], [-0.0834, -0.5429, -0.5897], [-0.1478, -0.1033, -0.0605], [-0.0916, 0.1470, 0.0922], [-0.1496, -0.1008, 0.1913], [-0.0004, -0.4772, -0.1635], [-0.3409, 0.5721, 0.5409], [-0.1682, 0.2829, -0.0699], [0.3194, 0.2234, -0.0917], [0.1892, 0.0527, -0.5821], [-0.0492, 0.0081, -0.0256], [0.1247, 0.0112, 0.1004], [0.0117, 0.0914, -0.1125], [-0.4921, -1.1493, -0.2134], [1.3418, -0.4458, -0.7288], [-1.2207, 0.3711, -0.9955], [0.0401, -0.0634, 0.4447], [0.0514, -0.3616, -0.0724], [-0.5549, 0.9900, 1.0083], [0.1038, 0.2486, 0.0997], [0.1635, 0.1296, 0.0867], [-0.0820, 0.2598, 0.1203], [-0.0820, 0.0060, 0.4575], [0.6758, 0.1297, 0.3224], [-0.0439, 0.3891, 0.1793], [0.2000, 0.2471, 0.0187], [0.0111, 0.0247, -0.2808], [0.0359, -0.1707, 0.0873], [-0.0655, -0.1279, -0.7007], [0.1469, -0.4573, -0.0133], [0.5612, 0.3291, 0.7637], [-0.4416, -0.2987, 0.5626], [0.2280, -0.2031, -1.6110], [0.5374, -0.1254, 0.4430], [-0.8034, 0.4857, -0.4192], [-1.6546, 1.1119, -0.8437], [-0.2496, -0.0556, -0.2452], [-0.1453, -0.3274, -0.1263], [0.0623, -0.0627, -0.1181], [0.1446, 0.1147, -0.1750], [0.0194, -0.1572, 0.0741], [-0.1660, 0.1026, 0.7060], [0.1508, -0.1137, 0.1043], [0.1847, -0.1851, 0.1405], [0.2633, -0.1424, 0.1591], [0.8067, -0.3241, -0.0766], [0.6613, -1.5516, 0.0989], [0.0807, 0.0492, -0.2112], [1.2592, -0.1270, -0.0003], [-0.5353, 0.8895, 0.2343], [0.3700, -0.3356, -0.8765], [-0.6744, 0.6458, 1.1168], [0.1684, -1.2669, 0.4989], [-0.3212, 0.2185, 0.4875], [-0.4554, -0.1699, -0.2559], [0.1522, -0.1776, -0.0162], [-0.5035, 0.6090, -0.0183], [0.0115, -0.1991, 0.1392], [0.1171, -0.0872, -0.0068], [0.3706, -0.1993, -0.3083], [-0.0105, -0.2193, -0.3402], [0.1820, -0.0492, -0.2238], [-0.2350, 0.0974, 0.2794], [0.0616, 0.2781, -0.4689], [-1.4332, -0.2188, -0.4727], [2.5565, 0.3006, -0.1448], [-0.6514, 0.1707, -0.4135], [-0.4237, -0.1668, 0.1963], [0.0183, 1.1266, -0.6539], [-0.7510, -0.5159, -1.0515], [0.1063, 0.1019, 0.4060], [0.2390, -0.1886, 0.0563], [0.1448, 0.2177, 0.1268], [-0.1279, 0.0757, 0.3755], [0.0402, -0.0692, 0.1993], [0.0504, 0.0056, 0.0920], [0.0166, -0.5486, 0.0835], [0.0502, -0.2091, -0.0394], [0.1704, -0.3622, 0.2059], [0.0366, -0.0126, 0.5103], [-0.1261, 0.2361, 0.4933], [-0.0178, 0.2128, -0.3390], [-1.0514, 0.4886, 0.3673], [-0.6053, -1.5228, -0.8215], [-0.0424, -0.2621, 1.2826], [1.4723, 0.9214, 0.0695], [-0.8280, -1.1938, 0.3051], [0.1427, -0.1014, 0.1025], [0.0620, -0.2048, -0.0065], [-0.1812, -0.0599, -0.0166], [0.3024, 0.0052, 0.0190], [0.3778, 0.0434, 0.5814], [0.1568, 0.2912, -0.0675], [-0.2090, -0.2121, 0.0638], [-0.5519, -0.6516, 0.1032], [-0.5856, -0.2004, -0.4542], [0.6814, -0.4388, -0.0384], [1.0287, 0.5323, 1.0018], [1.5664, 1.3081, 1.0750], [1.7987, -0.2348, 1.0294], [-1.2603, -0.6121, -0.3089], [-1.6941, -1.0463, 1.5255], [-0.5200, 0.0776, -0.5435], [-0.6888, -0.6128, 0.0045], [-0.7639, -0.4807, 0.1025], [-0.7295, 0.0517, -0.8259], [-0.4087, 0.1383, -0.0661], [0.5940, -0.2563, -1.3241], [1.4712, 0.4579, 1.4680], [-0.8658, -0.4918, -0.3592], [0.2540, 0.0153, -0.6233], [-0.8511, -0.0450, -0.1770], [-0.0941, -0.3009, -0.4600], [-0.4014, 0.0533, -0.1841], [0.0707, 0.3482, -0.1306], [0.1445, -0.3053, 0.0671], [0.2093, 0.1872, 0.0724], [0.0984, -0.1430, -0.1735]],
  "largest_force_ha_per_bohr": 0.1646,
  "homo_energy_ev": -13.786,
  "energy_ev": -87160.8681,
  "de_lowest_kj_mol": 0.0,
  "total_charge": 3
}

***

{
  "formula": "CF2NO4S",
  "method": "ωB97M-V with the def2-TZVPD basis set",
  "symbols": ["C", "N", "O", "O", "O", "O", "F", "F", "S"],
  "positions_angstrom": [[-0.08148, 0.78945, -1.50384], [-0.64913, -1.55662, 1.70707], [-0.55653, 1.07683, -2.54511], [0.51303, 1.62355, -0.68687], [-0.14988, -0.38627, -0.94790], [2.12108, -0.23571, 0.12785], [-1.72722, -0.70614, 1.51510], [-0.35590, -1.29532, 3.14244], [0.77372, 0.19909, 0.36463]],
  "forces_ev_per_a": [[-1.3737, 2.0302, -2.2167], [1.4487, -0.5106, 0.1228], [-0.6903, 0.2835, -1.9013], [1.0726, -0.2192, 0.6901], [0.7543, -1.4601, 1.6986], [0.0809, -0.0137, -0.1161], [-0.9096, 0.8166, -0.1099], [0.0300, 0.0790, -0.7091], [-0.4128, -1.0055, 2.5415]],
  "largest_force_ha_per_bohr": 0.0643,
  "homo_energy_ev": [-3.433, -3.434],
  "energy_ev": -26984.0749,
  "de_lowest_kj_mol": 148.0,
  "total_charge": -1
}